Formula: C31H46N2O12
Source: the Open Molecules 2025 dataset
Level of theory: wB97M-V/def2-TZVPD

Geometry (Å):
C1 2.047705 -24.684423 -22.528552
C2 2.658413 -23.984609 -23.770727
C3 2.141870 -22.581623 -23.963007
C4 2.348807 -21.672182 -22.741161
C5 3.931183 -21.470159 -22.705955
C6 4.771903 -22.797278 -22.627198
N1 4.131683 -23.877661 -23.486486
O1 4.890593 -24.817740 -23.943864
C7 5.026413 -23.358152 -21.219660
C8 6.245836 -22.554926 -23.208299
C9 2.473150 -24.734611 -25.035741
H1 0.986300 -24.557125 -22.322739
H2 2.511607 -24.465257 -21.563607
H3 2.309614 -25.743705 -22.482214
H4 1.108927 -22.494354 -24.305874
H5 2.562482 -22.137886 -24.869569
H6 2.185689 -22.363138 -21.912358
H7 1.813663 -20.732343 -22.635599
H8 4.284325 -20.667647 -22.055653
H9 4.214560 -20.930675 -23.613540
H10 4.840645 -24.425268 -21.098708
H11 4.248450 -22.850556 -20.648390
H12 6.058271 -23.175442 -20.930779
H13 6.860134 -23.437461 -23.380293
H14 6.770498 -21.739943 -22.712311
H15 6.181801 -22.193664 -24.237904
H16 1.412381 -24.928803 -25.191234
H17 3.013084 -25.678067 -25.107407
H18 2.842911 -24.175386 -25.897098
N2 2.157416 -21.375298 -27.862220
O2 3.278335 -21.889500 -27.608533
O3 1.918205 -20.948226 -28.962619
O4 1.438532 -21.010074 -26.909225
C10 2.334539 -19.816557 -34.027199
C11 3.159508 -19.450572 -35.082869
C12 4.497330 -19.115540 -34.761602
C13 4.931316 -19.054884 -33.430394
C14 4.087203 -19.542734 -32.437706
C15 2.816943 -20.001538 -32.728824
O5 2.032305 -20.533745 -31.765751
O6 5.305437 -18.682166 -35.799542
H19 1.333831 -20.105163 -34.318644
H20 2.834949 -19.398772 -36.111283
H21 5.872346 -18.682525 -33.049521
H22 4.547257 -19.751720 -31.481042
H23 2.394899 -21.003895 -31.009760
H24 6.140998 -18.867104 -35.356809
C16 -2.465556 -19.382343 -24.623673
C17 -3.173760 -18.181190 -24.844993
C18 -2.877491 -17.514047 -26.034767
C19 -2.111893 -18.051591 -27.010524
C20 -1.481269 -19.252294 -26.809916
C21 -1.598133 -19.835476 -25.555237
O7 -0.778014 -20.889465 -25.157143
O8 -3.680485 -16.394369 -26.319046
H25 -2.619745 -19.940107 -23.710502
H26 -3.828341 -17.695463 -24.136094
H27 -2.046526 -17.531301 -27.956308
H28 -0.959863 -19.895891 -27.505305
H29 -0.081990 -21.073205 -25.799450
H30 -3.957216 -15.951861 -25.513477
C22 5.298926 -25.376078 -30.080599
C23 4.738810 -26.122274 -31.082905
C24 3.970892 -25.516265 -32.083026
C25 3.729163 -24.150894 -32.075859
C26 4.197205 -23.370165 -31.024763
C27 4.873832 -24.026711 -30.025250
O9 5.210339 -23.285895 -28.938263
O10 3.445975 -26.324378 -33.070935
H31 5.905055 -25.775677 -29.281264
H32 4.922684 -27.188690 -31.072407
H33 3.292240 -23.676057 -32.943573
H34 4.001312 -22.310877 -30.962334
H35 4.508249 -22.669025 -28.681410
H36 3.393343 -27.227262 -32.749182
C28 1.003261 -16.519395 -26.570755
O11 1.831958 -16.790060 -25.436203
C29 2.840080 -17.731291 -25.780249
C30 3.930190 -17.479097 -24.737061
O12 4.828581 -18.548150 -24.621561
C31 5.751463 -18.618543 -25.679817
H37 0.715861 -17.447334 -27.064546
H38 1.590756 -15.843712 -27.195618
H39 0.115695 -15.979954 -26.241977
H40 3.199868 -17.598704 -26.801289
H41 2.581196 -18.778739 -25.604078
H42 3.701387 -17.371539 -23.676606
H43 4.337265 -16.520308 -25.074032
H44 6.331338 -19.541312 -25.634554
H45 6.345629 -17.710087 -25.573372
H46 5.235086 -18.782039 -26.628479

Cartesian forces, eV/Å:
1.039 -1.051 1.306
-0.708 0.320 0.588
-0.832 2.482 -0.510
2.996 -1.716 0.248
-0.629 0.447 -0.947
2.045 0.856 -1.199
3.981 -4.371 -1.708
-3.794 5.009 2.461
-1.427 -0.192 0.245
-1.098 0.310 -1.761
0.096 -1.059 -1.382
-0.036 0.231 -0.802
0.147 0.991 -0.118
-0.395 -0.274 -0.915
-0.360 -1.025 0.485
0.679 0.004 0.060
-0.718 0.704 0.571
-0.102 -0.235 -0.365
0.022 -0.758 1.084
-0.145 -0.542 -0.603
0.077 -0.055 -0.295
0.544 -0.052 0.819
-0.303 0.310 0.243
-0.121 -0.201 0.985
-0.217 -0.328 0.594
-0.459 0.209 -0.098
0.016 0.068 0.090
-0.230 -0.136 0.454
-0.148 0.369 0.064
1.717 2.304 1.442
-0.188 -1.126 0.226
-0.715 -0.388 -2.260
-0.710 -0.935 0.846
-0.395 -0.746 -0.793
1.532 0.365 1.587
-1.253 0.972 -0.214
-0.929 -0.573 -0.310
0.607 -0.666 -0.279
0.484 0.304 0.432
-1.614 -0.073 -0.716
0.364 -0.625 1.036
-0.210 -0.077 0.488
-0.104 -0.019 0.041
0.367 0.027 -0.711
-0.342 0.342 0.360
0.604 0.372 0.134
0.741 0.461 -0.935
-1.776 1.567 1.422
1.755 -0.769 -0.704
-2.994 1.072 1.725
0.565 0.017 -1.732
0.136 -1.111 0.848
1.723 -1.239 -0.249
-0.821 0.039 0.064
0.954 -0.057 -0.659
0.180 -0.008 0.095
-0.152 -0.374 0.162
-0.015 -0.023 -0.094
0.353 0.775 -0.578
0.095 0.249 -0.541
0.112 -0.174 0.137
-1.236 1.670 0.185
0.245 -0.081 -0.262
-0.021 -0.747 0.386
0.321 0.006 -0.682
-0.405 -1.364 -0.700
0.919 0.491 1.052
1.047 -0.358 0.788
-0.218 0.502 -0.401
-0.045 -0.060 -0.001
-0.033 -0.130 -0.365
-0.402 -0.129 0.041
0.105 -0.003 0.017
-0.379 0.178 -0.006
0.107 0.002 0.041
0.444 0.395 0.566
-0.330 -0.672 -0.583
-0.063 -0.098 2.132
0.357 0.496 -0.184
0.543 -0.863 -0.088
-0.307 -0.431 -0.136
0.002 0.117 -0.185
-0.227 -0.167 -0.582
0.002 -0.150 0.125
0.064 0.081 -0.020
-0.804 -0.090 -0.524
-1.382 0.380 -0.354
0.944 -0.001 0.329
0.326 0.191 0.676
0.421 -0.156 -0.851
0.015 0.788 -0.281

Values from the calculation:
E_HOMO in eV: -7.355
M in Da: 638.711
DFT total energy in eV: -60431.93996
Strongest force on any atom in eV Å⁻¹: 6.75

Atom charges from the Mulliken analysis, given in e for atoms 1 to 5: number 1, C, carries -1.81; number 2, C, carries 1.79; number 3, C, carries -1.58; number 4, C, carries -1.16; number 5, C, carries -1.18